ORCA calculation (ωB97M-V/def2-TZVPD) on a single C4H6N2 molecule.

Last column: natural (NBO) charge in e.
Geometry (Å):
N1 1.87121 -0.29169 -0.02658  -0.8421
C1 0.65650 0.23993 0.54416  0.2015
C2 -0.20439 1.23429 0.06025  -0.2896
C3 -1.41298 0.58951 -0.28400  -0.3153
C4 -1.30343 -0.74264 0.07786  -0.0712
N2 -0.11225 -0.88901 0.68391  -0.4820
H1 1.60911 -0.39185 -1.01166  0.3583
H2 2.69069 0.27928 0.01243  0.3650
H3 0.00304 2.29094 -0.06740  0.2207
H4 -2.24248 1.03172 -0.81494  0.2228
H5 -1.89692 -1.61234 -0.14946  0.2134
H6 0.34191 -1.73813 0.97543  0.4183

Computed properties:
DFT total energy	-7223.8264	eV
SMILES	Nc1ccc[nH]1
lowest unoccupied orbital energy	1.02	eV
molecular weight	82.1	Da
orbital gap	0.325	hartree
net charge	0
ΔE to the lowest compared entry with this formula, charge and spin	170.25	kJ/mol
F_max	0.9	eV/A

=====

ORCA calculation (ωB97M-V/def2-TZVPD) on a single C25H31N3O3 molecule.

Last column: natural (NBO) charge in e.
Geometry (Å):
C1 -3.97214 -6.50345 -2.07375  -0.6509
C2 -2.92115 -5.49247 -2.42445  0.0921
C3 -1.85286 -5.86156 -3.23117  -0.2529
C4 -0.88428 -4.94086 -3.58091  -0.1969
C5 -0.95757 -3.64693 -3.10253  -0.2595
C6 -2.01107 -3.25928 -2.28047  0.1686
N1 -2.12442 -1.93981 -1.78639  -0.4703
C7 -1.54584 -0.87340 -2.57606  -0.2309
C8 -2.18841 0.44105 -2.11438  -0.2043
N2 -1.90078 0.64661 -0.71466  -0.4382
C9 -1.00242 1.50830 -0.19108  0.7017
O1 -0.76111 1.52638 1.00506  -0.6598
C10 -0.32970 2.48307 -1.14661  -0.4951
C11 0.85045 3.13728 -0.42939  -0.4929
C12 1.89899 2.06649 -0.17818  0.7139
O2 2.04505 1.13250 -0.94688  -0.6458
N3 2.66709 2.17078 0.94153  -0.4427
C13 3.47958 1.03419 1.33200  -0.2531
C14 2.94527 0.46915 2.65100  0.0964
C15 1.54646 -0.12057 2.49644  -0.6539
O3 2.96764 1.47053 3.65914  -0.4985
C16 2.76538 2.75618 3.27475  0.3573
C17 2.74780 3.71211 4.28660  -0.2691
C18 2.60982 5.05202 3.98788  -0.1996
C19 2.51849 5.45857 2.66686  -0.2387
C20 2.53633 4.51970 1.65314  -0.2043
C21 2.61805 3.16080 1.93917  0.0478
C22 -2.40579 -0.43802 0.10399  -0.2326
C23 -1.80497 -1.75888 -0.38086  -0.2200
C24 -3.01749 -4.18056 -1.95973  -0.0601
C25 -4.20829 -3.75355 -1.15327  -0.6485
H1 -4.12523 -6.54551 -0.99655  0.2155
H2 -3.68258 -7.49139 -2.42266  0.2156
H3 -4.92488 -6.24460 -2.53626  0.2156
H4 -1.78517 -6.87723 -3.59335  0.2055
H5 -0.06145 -5.23367 -4.21646  0.2115
H6 -0.18435 -2.93959 -3.35999  0.2139
H7 -0.45358 -0.79046 -2.44534  0.1812
H8 -1.77083 -1.04849 -3.62964  0.2157
H9 -3.27569 0.36071 -2.22675  0.2009
H10 -1.83820 1.27598 -2.71631  0.2149
H11 -1.05085 3.23696 -1.46854  0.2293
H12 0.05196 1.94688 -2.01571  0.2413
H13 1.27681 3.91514 -1.06575  0.2282
H14 0.51782 3.57200 0.51199  0.2501
H15 4.51766 1.36115 1.45972  0.2038
H16 3.42380 0.28701 0.53989  0.2565
H17 3.63073 -0.30610 3.01820  0.1913
H18 1.57843 -0.96019 1.80690  0.2109
H19 1.18990 -0.46872 3.46259  0.2171
H20 0.84593 0.62035 2.11723  0.2507
H21 2.84810 3.37074 5.30459  0.2243
H22 2.59126 5.78015 4.78407  0.2148
H23 2.44437 6.50701 2.42248  0.2138
H24 2.51030 4.84322 0.62545  0.2154
H25 -3.49665 -0.46774 0.01852  0.1937
H26 -2.12326 -0.24168 1.13873  0.2494
H27 -0.71258 -1.72501 -0.22715  0.1816
H28 -2.20732 -2.59045 0.19629  0.2146
H29 -5.12211 -4.14987 -1.59155  0.2180
H30 -4.27328 -2.66984 -1.13144  0.2307
H31 -4.14558 -4.12327 -0.12922  0.2150

Computed properties:
DFT total energy	-37042.4161	eV
SMILES	Cc1cccc(N2CCN(C(=O)CCC(=O)N3C[C@H](C)Oc4ccccc43)CC2)c1C
lowest unoccupied orbital energy	0.76	eV
molecular weight	421.5	Da
orbital gap	0.328	hartree
net charge	0
ΔE to the lowest compared entry with this formula, charge and spin	43.20	kJ/mol
F_max	0.7	eV/A

=====

ORCA calculation (ωB97M-V/def2-TZVPD) on 14 unconnected molecules or ions with the total composition C23H74O14 at a distorted geometry.

Last column: Mulliken charge in e.
Geometry (Å):
C1 -3.85540 1.79882 -2.29660  -0.1022
O1 -4.78061 2.77879 -1.79315  -0.5692
H1 -4.02283 0.77718 -1.95556  0.3363
H2 -3.99448 1.92288 -3.37055  0.2441
H3 -2.82439 2.09834 -2.10842  -0.1638
H4 -4.68804 3.03597 -0.87287  0.3050
C2 -1.16099 -0.83813 -0.55394  0.2002
O2 -0.26691 0.17701 -0.14330  1.3956
H5 -1.13224 -1.68611 0.13032  0.2356
H6 -2.15396 -0.40022 -0.65554  0.0914
H7 -0.93609 -1.17898 -1.56456  -0.3598
H8 0.23870 -0.22452 0.56713  -0.9035
C3 4.67783 1.71725 -0.83104  -1.2858
C4 4.32850 0.19477 -0.97858  0.9808
C5 3.01145 -0.06266 -1.79247  -0.4293
O3 5.46823 -0.44683 -1.47274  -0.6181
H9 5.07276 2.03151 -1.79715  0.4299
H10 5.43887 1.90922 -0.07469  0.3746
H11 3.80725 2.30371 -0.53733  0.0679
H12 4.15646 -0.13635 0.04556  -0.2983
H13 2.86941 -1.14045 -1.87192  0.1705
H14 2.91154 0.29245 -2.81815  0.4735
H15 2.14396 0.36188 -1.28718  -0.2522
H16 5.45043 -1.37724 -1.23694  0.3693
C6 -0.03917 1.63003 -3.01879  -0.2909
C7 -0.67578 2.13152 -4.37674  0.4577
C8 -0.92383 3.63511 -4.23418  -1.4416
O4 0.22984 1.90338 -5.41875  -0.5642
H17 0.82513 2.23922 -2.75430  0.5955
H18 0.32082 0.61216 -3.16854  0.1286
H19 -0.81510 1.57703 -2.25510  -0.4798
H20 -1.64210 1.67349 -4.58779  0.0589
H21 -1.58428 3.85318 -3.39492  0.1458
H22 -1.27846 4.04278 -5.18082  0.3867
H23 0.03245 4.13956 -4.09583  0.4004
H24 -0.27789 1.89124 -6.23341  0.4106
C9 0.67566 -4.72029 2.04165  -0.5347
C10 -0.73932 -5.33321 1.91912  0.3557
C11 -1.29817 -5.68533 3.32268  -1.4952
O5 -1.61338 -4.36736 1.31146  -0.6263
H25 1.33820 -5.54972 2.28901  0.4753
H26 0.71377 -3.93152 2.79297  0.0265
H27 1.05299 -4.32905 1.09685  0.0345
H28 -0.79116 -6.18500 1.24097  0.4088
H29 -1.13535 -4.85388 4.00845  0.3824
H30 -0.71875 -6.51876 3.71987  0.4180
H31 -2.35895 -5.93139 3.27479  0.3590
H32 -1.34475 -4.26679 0.39532  0.2478
C12 -1.71862 1.28563 3.30725  -0.6788
C13 -1.46993 1.42640 4.80749  0.7015
C14 -0.76392 2.75285 5.18621  -1.3471
O6 -2.74367 1.43835 5.42962  -0.5878
H33 -2.54195 1.88651 2.92103  0.6437
H34 -2.09931 0.31379 2.99309  0.3386
H35 -0.81645 1.50679 2.73691  -0.3706
H36 -0.82351 0.62909 5.17431  0.0971
H37 0.22389 2.83923 4.73359  0.2006
H38 -0.88104 2.99518 6.24247  0.3653
H39 -1.34129 3.53037 4.68602  0.3560
H40 -3.23345 0.67780 5.10828  0.3487
C15 -2.61907 -0.83088 -4.54329  -0.7759
C16 -2.37690 -2.30238 -4.37311  0.5859
C17 -0.94729 -2.72356 -4.54188  -1.2340
O7 -2.84591 -2.66395 -3.08599  -0.6074
H41 -3.68770 -0.61757 -4.51817  0.4780
H42 -2.18956 -0.44769 -5.46892  0.4407
H43 -2.27643 -0.12700 -3.78484  -0.3236
H44 -3.00908 -2.85427 -5.06870  0.3808
H45 -0.71463 -3.78579 -4.46661  0.2981
H46 -0.41991 -2.32963 -3.67309  0.1139
H47 -0.42321 -2.34966 -5.42144  0.3939
H48 -3.77393 -2.42198 -3.04315  0.2998
C18 0.64882 3.82232 -0.00694  -0.8639
C19 -0.78601 3.88024 0.48452  0.9713
C20 -1.46401 5.14478 -0.05774  -1.5214
O8 -1.55109 2.77697 0.03766  0.1457
H49 0.99680 2.79583 0.10843  -0.0666
H50 1.28669 4.40733 0.65561  0.5341
H51 0.79397 4.18369 -1.02501  0.3779
H52 -0.80620 3.86436 1.57422  0.0938
H53 -1.62569 5.14037 -1.13567  0.2786
H54 -0.86085 6.01390 0.20478  0.4207
H55 -2.44699 5.28743 0.39118  0.4391
H56 -0.98259 2.00372 0.01578  -0.0390
C21 4.14315 0.33688 3.35262  -1.3269
C22 2.96253 1.31033 3.61234  0.2129
C23 2.27856 1.68601 2.27804  -0.0580
O9 2.09098 0.58422 4.40809  -0.4550
H57 4.84506 0.82747 2.67825  0.3417
H58 3.87911 -0.57843 2.82294  0.1460
H59 4.67915 0.15185 4.28352  0.5305
H60 3.28349 2.22644 4.10814  0.3184
H61 1.29504 2.14171 2.39264  -0.5314
H62 2.27943 0.82900 1.60452  -0.1102
H63 2.93251 2.35907 1.72359  0.6151
H64 2.63596 0.25176 5.12508  0.2956
O10 -1.87708 -2.60942 3.34640  -0.7465
H65 -1.05958 -2.11534 3.28496  0.3419
H66 -1.85075 -3.21051 2.60192  0.4544
O11 1.62450 -3.31292 -1.41342  -0.5667
H67 1.87463 -4.19586 -1.68561  0.2326
H68 0.66841 -3.33596 -1.37337  0.2690
O12 2.21016 -1.86108 0.86961  -0.4921
H69 2.13047 -2.30664 0.02619  0.1092
H70 3.07197 -2.11895 1.19676  0.2590
O13 0.39209 -1.08214 2.76557  -0.2378
H71 0.97659 -1.20856 2.01815  -0.1385
H72 0.84189 -0.44133 3.31627  0.2214
O14 -1.00909 -4.22069 -1.49792  -0.5330
H73 -1.14209 -5.12207 -1.79125  0.2048
H74 -1.57893 -3.69813 -2.06223  0.2037

Computed properties:
DFT total energy	-53705.9180	eV
spin multiplicity	2
lowest unoccupied orbital energy (spin up / spin down)	-2.09 / -9.05	eV
molecular weight	574.8	Da
orbital gap (spin up / spin down)	0.355 / 0.099	hartree
net charge	+1
F_max	3.3	eV/A

=====

ORCA calculation (ωB97M-V/def2-TZVPD) on 3 unconnected molecules or ions with the total composition C5H16O2S at a distorted geometry.

Last column: natural (NBO) charge in e.
Geometry (Å):
C1 2.52520 -2.26954 -1.09447  -0.6117
C2 1.76610 -0.98106 -0.79060  -0.4121
C3 1.19998 -1.04074 0.64776  -0.4041
C4 -0.12877 -1.77641 0.87025  -0.5405
S1 -1.50213 -0.95066 0.03784  0.1808
C5 -1.72879 0.50168 1.11371  -0.7712
H1 1.85276 -3.12571 -0.95173  0.1981
H2 2.85554 -2.27041 -2.12786  0.2090
H3 3.40257 -2.52881 -0.49724  0.2081
H4 0.88221 -0.79254 -1.40536  0.2112
H5 2.43306 -0.12638 -0.89878  0.2020
H6 1.02998 -0.02579 1.02878  0.1990
H7 1.94659 -1.41955 1.36048  0.2009
H8 -0.11792 -2.82913 0.56426  0.2238
H9 -0.24485 -1.87050 1.95417  0.2200
H10 -1.75638 0.16530 2.17005  0.2155
H11 -2.76525 0.84853 1.11258  0.2474
H12 -0.98060 1.28317 1.15188  0.2225
O1 -0.93326 3.01002 -1.66834  -0.9437
H13 -1.72799 2.68352 -2.11719  0.4669
H14 -0.47478 2.18225 -1.46122  0.4767
O2 -2.56070 3.59224 0.71424  -0.9340
H15 -1.86921 4.18761 0.35686  0.4768
H16 -3.10335 3.55291 -0.07005  0.4586

Computed properties:
DFT total energy	-20374.2877	eV
SMILES	CCCCSC.O.O
lowest unoccupied orbital energy	0.51	eV
molecular weight	140.2	Da
orbital gap	0.337	hartree
net charge	0
ΔE to the lowest compared entry with this formula, charge and spin	81.68	kJ/mol
F_max	2.3	eV/A